# 1
The following is a quantum chemistry calculation of the ion C26H26N with charge +1 at a distorted geometry, from OMol25.

CARTESIAN COORDINATES (ANGSTROEM)
C 1.90 -2.02 -0.10
C 1.55 -1.48 1.31
C 2.64 -1.01 2.06
C 2.49 -0.62 3.38
C 1.23 -0.68 4.00
C 0.14 -1.15 3.27
C 0.27 -1.44 1.90
C 0.74 -2.61 -0.95
C 0.85 -2.56 -2.35
C -0.20 -3.00 -3.17
C -1.44 -3.34 -2.63
C -1.52 -3.46 -1.24
C -0.38 -3.25 -0.42
H 2.29 -1.17 -0.70
H 3.63 -0.93 1.59
H 3.36 -0.24 3.93
H 1.11 -0.34 5.03
H -0.83 -1.27 3.75
H -0.62 -1.61 1.31
H 1.75 -2.13 -2.79
H -0.04 -3.03 -4.25
H -2.30 -3.51 -3.27
H -2.47 -3.71 -0.77
H -0.43 -3.52 0.63
C 5.55 -2.03 -3.94
C 5.91 -1.08 -2.79
C 5.05 -1.49 -1.59
N 4.38 -2.75 -2.01
C 3.59 -3.52 -1.26
C 3.00 -3.01 0.04
C 2.55 -4.31 0.79
C 2.75 -5.42 -0.18
C 3.37 -4.95 -1.37
C 3.61 -5.87 -2.40
C 3.36 -7.23 -2.20
C 2.72 -7.66 -1.04
C 2.37 -6.75 -0.04
C 4.82 -3.22 -3.31
H 4.87 -1.55 -4.66
H 6.43 -2.39 -4.47
H 6.95 -1.22 -2.52
H 5.76 -0.03 -3.05
H 5.67 -1.65 -0.69
H 4.32 -0.71 -1.32
H 3.85 -2.59 0.59
H 3.16 -4.44 1.70
H 1.52 -4.25 1.16
H 4.00 -5.52 -3.36
H 3.69 -7.95 -2.94
H 2.51 -8.72 -0.91
H 1.83 -7.07 0.85
H 3.96 -3.53 -3.92
H 5.50 -4.08 -3.20

## Properties
gap between HOMO and LUMO	7.58	eV
LUMO level	-4.069	eV
highest occupied orbital energy	-11.645	eV
net charge	+1

---

# 2
The following is a quantum chemistry calculation of the molecule C7H19ClN2Si at a distorted geometry, from OMol25.

CARTESIAN COORDINATES (ANGSTROEM)
C -1.39 0.59 -2.19
C -2.34 0.43 0.36
C -0.67 2.09 -0.24
C 1.40 -1.82 -2.18
C 2.07 0.26 1.82
C 0.24 -0.80 2.81
C -1.11 0.66 -0.62
N 1.41 -0.72 -1.29
N 0.82 -0.37 1.50
Si 0.25 -0.57 -0.03
Cl -0.65 -2.51 0.21
H -0.60 0.97 -2.89
H -1.60 -0.32 -2.66
H -2.39 1.26 -2.41
H -1.91 0.12 1.32
H -2.96 -0.37 0.00
H -2.87 1.35 0.41
H -0.59 2.17 0.82
H 0.32 2.43 -0.65
H -1.36 2.90 -0.46
H 1.47 -2.81 -1.71
H 0.48 -1.59 -2.65
H 2.30 -1.91 -2.71
H 2.62 0.54 0.87
H 1.90 1.10 2.50
H 2.99 -0.38 2.21
H 0.14 0.08 3.52
H -0.78 -1.28 2.66
H 0.86 -1.56 3.39
H 1.95 0.06 -1.69

## Properties
gap between HOMO and LUMO	9.58	eV
LUMO level	0.735	eV
highest occupied orbital energy	-8.842	eV
relative energy (zero: lowest compared OMol25 entry of this formula, charge and spin)	2.108	eV

---

# 3
The following is a quantum chemistry calculation of a structure of composition C55H42BaN4O5P2S5 at a distorted geometry, from OMol25.

CARTESIAN COORDINATES (ANGSTROEM)
Ba 1.59 0.68 0.58
O -1.07 2.12 3.43
S -1.15 1.00 2.41
C -1.00 -0.55 3.36
C -1.26 -0.41 4.71
C -1.24 -1.54 5.51
C -0.98 -2.79 4.96
C -0.68 -2.89 3.61
C -0.65 -1.77 2.78
P -0.11 -1.89 1.01
C 1.50 -2.77 1.03
C 2.21 -3.12 2.17
C 3.45 -3.74 2.04
C 3.97 -4.01 0.79
C 3.28 -3.63 -0.36
C 2.05 -3.00 -0.23
C -1.33 -3.12 0.42
C -1.01 -4.36 -0.12
C -2.01 -5.21 -0.59
C -3.34 -4.83 -0.52
C -3.68 -3.59 0.03
C -2.68 -2.75 0.49
C -2.90 0.88 1.97
C -3.77 0.97 3.05
C -5.14 0.93 2.84
C -5.63 0.82 1.55
C -4.76 0.78 0.48
C -3.37 0.83 0.65
P -2.21 0.73 -0.78
C -3.37 0.48 -2.17
C -4.10 1.48 -2.80
C -4.99 1.18 -3.83
C -5.17 -0.14 -4.23
C -4.46 -1.15 -3.61
C -3.56 -0.84 -2.59
C -1.73 2.50 -1.01
C -1.23 2.88 -2.26
C -0.76 4.16 -2.48
C -0.75 5.09 -1.45
C -1.22 4.72 -0.20
C -1.72 3.44 0.01
H -1.44 0.57 5.12
H -1.42 -1.45 6.58
H -0.98 -3.68 5.58
H -0.45 -3.87 3.19
H 1.83 -2.89 3.15
H 4.01 -4.00 2.93
H 4.94 -4.48 0.70
H 3.70 -3.79 -1.34
H 1.53 -2.68 -1.13
H 0.03 -4.67 -0.18
H -1.74 -6.17 -1.01
H -4.12 -5.49 -0.88
H -4.71 -3.29 0.10
H -2.96 -1.80 0.93
H -3.38 1.07 4.06
H -5.82 0.99 3.69
H -6.70 0.78 1.37
H -5.16 0.72 -0.53
H -3.99 2.51 -2.49
H -5.55 1.98 -4.31
H -5.86 -0.37 -5.03
H -4.58 -2.18 -3.91
H -3.00 -1.64 -2.11
H -1.20 2.16 -3.08
H -0.38 4.43 -3.46
H -0.37 6.09 -1.62
H -1.22 5.43 0.62
H -2.10 3.20 1.00
N 1.40 0.49 -4.51
C 0.75 -0.74 -4.50
C 0.53 -1.69 -5.50
C -0.16 -2.82 -5.13
C -0.63 -3.00 -3.81
C -0.41 -2.04 -2.84
C 0.29 -0.90 -3.20
N 0.67 0.20 -2.42
C 1.31 0.98 -3.24
C 1.86 2.30 -2.85
C 2.45 3.19 -3.68
S 2.86 4.58 -2.79
C 2.28 3.85 -1.37
N 1.77 2.66 -1.53
H 1.89 0.90 -5.28
H 0.90 -1.55 -6.51
H -0.35 -3.59 -5.87
H -1.18 -3.90 -3.55
H -0.77 -2.18 -1.83
H 2.63 3.11 -4.73
H 2.34 4.33 -0.40
C 5.55 0.17 -3.69
O 5.57 1.15 -2.65
C 4.86 1.00 -1.50
S 5.05 2.26 -0.41
S 3.83 -0.33 -1.29
H 6.54 -0.30 -3.74
H 5.36 0.71 -4.62
H 4.79 -0.59 -3.53
O 2.19 -0.66 4.90
S 2.81 0.11 3.86
O 3.79 -0.52 3.03
N 1.70 0.80 2.84
C 1.93 2.14 2.69
O 1.48 2.78 1.72
C 2.87 2.67 3.72
C 3.24 3.98 3.95
C 4.16 4.22 4.97
C 4.70 3.17 5.71
C 4.34 1.85 5.46
C 3.42 1.64 4.45
H 2.81 4.78 3.37
H 4.47 5.23 5.18
H 5.42 3.38 6.49
H 4.77 1.03 6.02

## Properties
gap between HOMO and LUMO	7.05	eV
LUMO level	0.263	eV
highest occupied orbital energy	-6.791	eV
relative energy (zero: lowest compared OMol25 entry of this formula, charge and spin)	0.000	eV

---

# 4
The following is a quantum chemistry calculation of a structure of composition C41H27F20GeN3O2S3TeTi at a distorted geometry, from OMol25.

CARTESIAN COORDINATES (ANGSTROEM)
Ti 1.37 0.13 1.27
F 4.74 0.61 -1.10
Te 4.27 0.72 0.73
F 5.92 1.77 0.58
F 2.51 -0.43 2.52
F 5.21 -0.90 0.72
F 0.82 1.39 2.44
O 2.49 0.19 -0.07
O 3.59 2.69 -0.08
S 2.44 3.22 0.77
C 3.10 4.78 1.32
C 3.92 5.51 0.47
C 4.52 6.66 0.95
C 4.30 7.07 2.27
C 3.49 6.32 3.11
C 2.88 5.17 2.64
C 1.34 3.81 -0.52
C 0.72 5.06 -0.46
C -0.12 5.44 -1.49
C -0.36 4.58 -2.56
C 0.26 3.34 -2.60
C 1.11 2.95 -1.58
H 4.10 5.15 -0.53
H 5.18 7.23 0.31
H 4.78 7.96 2.64
H 3.34 6.63 4.14
H 2.26 4.56 3.29
H 0.91 5.72 0.37
H -0.59 6.42 -1.47
H -1.02 4.88 -3.36
H 0.08 2.67 -3.43
H 1.62 1.99 -1.61
C -3.53 1.35 1.30
C -2.41 2.29 0.85
C -2.90 3.18 -0.30
C -1.93 3.15 2.03
C -1.24 1.50 0.43
N -0.31 0.90 0.18
H -4.35 1.94 1.72
H -3.18 0.65 2.06
H -3.91 0.77 0.46
H -3.74 3.77 0.06
H -3.22 2.57 -1.15
H -2.11 3.85 -0.63
H -2.77 3.72 2.43
H -1.15 3.84 1.71
H -1.52 2.53 2.83
F -2.87 -4.85 3.10
C -1.89 -5.40 2.36
C -1.39 -4.72 1.26
C -0.40 -5.36 0.53
F 0.09 -4.74 -0.55
C 0.07 -6.61 0.85
F 1.01 -7.21 0.12
C -0.44 -7.25 1.97
F 0.00 -8.45 2.31
C -1.43 -6.65 2.72
F -1.93 -7.28 3.78
Ge -1.78 -2.87 0.76
S 0.16 -1.92 1.28
C -3.28 -2.18 1.86
C -4.54 -1.88 1.39
F -4.84 -2.05 0.09
C -5.54 -1.37 2.21
F -6.74 -1.08 1.71
C -5.27 -1.16 3.54
F -6.22 -0.66 4.33
C -4.03 -1.46 4.06
F -3.78 -1.24 5.35
C -3.05 -1.96 3.22
F -1.86 -2.24 3.73
C -2.40 -2.87 -1.12
C -2.53 -1.65 -1.77
F -2.29 -0.53 -1.08
C -2.89 -1.54 -3.10
F -2.98 -0.34 -3.69
C -3.14 -2.68 -3.82
F -3.47 -2.60 -5.10
C -3.05 -3.92 -3.21
F -3.33 -5.02 -3.90
C -2.68 -3.99 -1.87
F -2.63 -5.20 -1.31
C 0.62 -2.28 -3.65
C 1.91 -2.25 -2.89
C 3.12 -2.03 -3.45
C 4.27 -2.17 -2.63
N 4.19 -2.50 -1.37
C 2.97 -2.64 -0.78
S 2.77 -3.06 0.83
N 1.85 -2.52 -1.57
C 5.65 -1.96 -3.17
H 0.81 -2.17 -4.72
H -0.04 -1.47 -3.33
H 0.12 -3.23 -3.48
H 3.21 -1.78 -4.50
H 0.96 -2.67 -1.12
H 5.69 -2.10 -4.25
H 6.34 -2.63 -2.67
H 5.96 -0.94 -2.93

## Properties
gap between HOMO and LUMO	5.95	eV
LUMO level	-0.703	eV
highest occupied orbital energy	-6.654	eV
relative energy (zero: lowest compared OMol25 entry of this formula, charge and spin)	2.539	eV

---

# 5
The following is a quantum chemistry calculation of a structure of composition C23H15CuF6N4O6PS2, from OMol25.

CARTESIAN COORDINATES (ANGSTROEM)
Cu 1.01 -1.29 1.30
F 3.71 -4.61 -1.38
C 3.72 -4.86 -0.07
F 3.62 -6.18 0.10
F 4.89 -4.45 0.43
S 2.35 -4.00 0.81
O 2.58 -2.60 0.50
O 2.48 -4.45 2.15
N 1.09 -4.63 0.11
S 0.01 -3.84 -0.72
O -1.21 -4.58 -0.75
O -0.04 -2.42 -0.45
C 0.61 -3.92 -2.46
F 1.72 -3.18 -2.62
F 0.89 -5.17 -2.82
F -0.32 -3.44 -3.28
O -0.10 -1.10 2.93
N 0.24 -0.09 3.63
C -0.52 0.16 4.68
C -0.21 1.32 5.46
N 0.04 2.24 6.10
C -1.68 -0.61 5.01
N -2.63 -1.21 5.26
O 1.38 0.54 0.28
P 0.17 1.24 -0.27
C 0.49 3.02 -0.32
C 1.76 3.46 0.02
C 2.06 4.82 -0.02
C 1.09 5.73 -0.39
C -0.19 5.29 -0.73
C -0.49 3.94 -0.69
C -0.18 0.73 -1.96
C -1.36 1.08 -2.62
C -1.55 0.70 -3.94
C -0.58 -0.04 -4.59
C 0.58 -0.41 -3.93
C 0.78 -0.03 -2.61
C -1.34 1.02 0.67
C -2.15 -0.09 0.44
C -3.22 -0.36 1.28
C -3.48 0.48 2.35
C -2.68 1.59 2.59
C -1.60 1.86 1.76
H 2.50 2.73 0.32
H 3.05 5.16 0.25
H 1.32 6.79 -0.42
H -0.95 6.01 -1.01
H -1.49 3.61 -0.93
H -2.13 1.64 -2.10
H -2.47 0.96 -4.44
H -0.74 -0.35 -5.62
H 1.33 -1.01 -4.44
H 1.67 -0.33 -2.07
H -1.92 -0.77 -0.37
H -3.82 -1.24 1.12
H -4.29 0.25 3.03
H -2.87 2.23 3.44
H -0.96 2.70 1.96

## Properties
gap between HOMO and LUMO	7.71	eV
LUMO level	2.323	eV
highest occupied orbital energy	-5.383	eV
relative energy (zero: lowest compared OMol25 entry of this formula, charge and spin)	0.008	eV
net charge	-1

---

# 6
The following is a quantum chemistry calculation of a structure of composition C3H5KO3 at a distorted geometry, from OMol25.

CARTESIAN COORDINATES (ANGSTROEM)
O -0.06 -0.23 1.18
C 0.34 -0.14 2.56
H -0.57 -0.21 3.15
H 1.00 -0.99 2.80
H 0.84 0.81 2.75
O 2.19 0.57 0.57
O 0.35 -0.21 -0.95
C 0.84 -0.17 0.18
C 2.64 -0.79 0.39
H 2.54 -1.38 1.33
H 3.36 -0.76 -0.45
K -2.14 -0.46 -0.55

## Properties
gap between HOMO and LUMO	4.32	eV
LUMO level	-0.950	eV
highest occupied orbital energy	-5.273	eV
relative energy (zero: lowest compared OMol25 entry of this formula, charge and spin)	3.368	eV

---

# 7
The following is a quantum chemistry calculation of a structure of composition C18H41BiOP3Se at a distorted geometry, from OMol25.

CARTESIAN COORDINATES (ANGSTROEM)
Bi -0.27 -0.39 1.24
P 0.14 -2.44 2.29
P 1.93 0.38 1.54
P -2.27 -1.06 0.24
H 1.35 5.15 -6.59
C 0.28 5.33 -6.64
C -0.27 6.42 -6.12
H 0.32 7.18 -5.62
C 1.00 -3.76 1.34
C 1.16 -2.41 3.83
C -1.27 -3.44 2.96
C 2.31 1.93 0.63
C 2.68 0.83 3.18
C 3.32 -0.70 0.96
C -2.93 0.14 -0.98
C -3.80 -1.42 1.22
C -2.28 -2.60 -0.77
H -0.31 4.56 -7.13
H -1.35 6.59 -6.16
H 1.22 -4.64 1.97
H 1.93 -3.37 0.93
H 0.37 -4.06 0.50
H 1.16 -3.38 4.34
H 0.77 -1.65 4.51
H 2.19 -2.14 3.59
H -0.90 -4.35 3.44
H -1.95 -3.72 2.15
H -1.83 -2.86 3.69
H 3.22 2.40 1.01
H 1.46 2.61 0.73
H 2.43 1.69 -0.43
H 3.76 0.65 3.15
H 2.25 0.22 3.98
H 2.51 1.88 3.41
H 4.28 -0.24 1.23
H 3.25 -0.80 -0.13
H 3.25 -1.68 1.43
H -3.95 -0.13 -1.28
H -2.28 0.14 -1.85
H -2.93 1.14 -0.55
H -4.59 -1.78 0.56
H -4.17 -0.53 1.74
H -3.59 -2.19 1.97
H -3.32 -2.90 -0.97
H -1.78 -3.41 -0.24
H -1.75 -2.41 -1.71
C 0.62 0.15 -2.36
C 0.34 1.50 -2.13
C 0.28 2.41 -3.19
C 0.51 1.99 -4.50
C 0.79 0.64 -4.74
C 0.85 -0.27 -3.69
Se 0.73 -1.20 -1.00
H -0.53 1.08 0.55
H 0.16 1.83 -1.11
H 0.06 3.45 -2.98
H 0.47 2.69 -5.32
H 0.97 0.29 -5.75
H 1.07 -1.32 -3.88
C -0.96 0.25 4.19
O -1.22 0.66 2.88
H 0.10 0.45 4.43
H -1.26 -0.80 4.35
H -1.54 0.88 4.89
H -2.20 0.54 2.75

## Properties
gap between HOMO and LUMO	4.20	eV
LUMO level	-10.607	eV
highest occupied orbital energy	-14.809	eV
relative energy (zero: lowest compared OMol25 entry of this formula, charge and spin)	4.021	eV
net charge	+3

---

# 8
The following is a quantum chemistry calculation of a cluster of 2 separate species, C4H8N2O in total at a distorted geometry, from OMol25.

CARTESIAN COORDINATES (ANGSTROEM)
C 1.80 -1.16 -0.01
C -0.81 0.09 -0.86
C 1.60 -0.27 1.19
C -2.79 1.41 -0.27
N 1.03 -1.33 -0.97
N -1.69 0.53 -0.11
O 3.00 -1.81 0.06
H 3.08 -2.40 -0.70
H -0.57 0.23 -1.90
H 1.10 0.65 0.89
H 2.56 -0.05 1.65
H 0.96 -0.78 1.90
H -2.73 2.01 -1.19
H -3.71 0.81 -0.30
H -2.83 2.06 0.60

## Properties
gap between HOMO and LUMO (spin up / spin down)	9.04 / 7.93	eV
LUMO level (spin up / spin down)	0.235 / 0.071	eV
highest occupied orbital energy (spin up / spin down)	-8.809 / -7.860	eV
relative energy (zero: lowest compared OMol25 entry of this formula, charge and spin)	5.177	eV